Entry 1:
57
Properties=species:S:1:pos:R:3 method="wB97M-V/def2-TZVPD" charge=+2 lumo_ha="-0.23069 / -0.36564" orbital_gap_ev="8.44 / 6.54" multiplicity=3 s_squared=2.007 energy_ha=-1861.79853
Au 0.2019 -3.0511 -0.2084
C -4.8605 -1.0241 -0.8201
O -4.1411 -2.2875 -0.8922
C -3.0662 -2.4841 -0.1610
O -1.2219 -0.7541 -0.0770
N -2.7848 -3.8193 0.0322
N -1.4754 -4.3769 -0.0605
H -5.6998 -1.1312 -1.4952
H -4.2184 -0.2076 -1.1524
H -5.2185 -0.8565 0.1951
H -3.5096 -4.4250 -0.3367
H -1.4234 -4.9680 -0.8905
H -1.3350 -4.9716 0.7523
C 2.9818 -0.9739 -1.8370
C 2.7614 -1.1796 -0.3515
C 3.2196 -2.5533 0.0919
C 3.4080 -0.0837 0.4759
O 1.2790 -1.1488 -0.0802
Si 0.2666 0.1789 -0.0883
S -2.4006 -1.2448 0.8310
O 0.4157 1.1658 1.1328
C 0.1904 1.2586 2.5780
C 0.4308 -0.1031 3.2097
C 1.1854 2.2820 3.0887
C -1.2345 1.7362 2.7870
O 0.3061 0.8722 -1.5037
C -0.2031 2.1330 -2.0670
C -1.6624 2.2728 -1.6582
C -0.0642 2.0056 -3.5690
C 0.6323 3.2786 -1.5252
H 4.0509 -0.9926 -2.0469
H 2.5803 -0.0158 -2.1660
H 2.5032 -1.7674 -2.4176
H 4.2445 -2.7334 -0.2301
H 2.6049 -3.3372 -0.3835
H 3.1682 -2.6673 1.1761
H 4.4878 -0.1166 0.3310
H 3.2017 -0.2185 1.5389
H 3.0590 0.9063 0.1683
H 1.4469 -0.4502 3.0102
H -0.2757 -0.8528 2.8300
H 0.2995 -0.0418 4.2902
H 2.2072 1.9633 2.8762
H 1.0772 2.4039 4.1669
H 1.0178 3.2476 2.6114
H -1.9588 1.0334 2.3609
H -1.3840 2.7108 2.3212
H -1.4449 1.8268 3.8531
H -2.2325 1.4068 -2.0091
H -2.0950 3.1703 -2.0980
H -1.7500 2.3516 -0.5675
H -0.6115 1.1338 -3.9322
H 0.9838 1.8977 -3.8509
H -0.4620 2.8967 -4.0548
H 0.5953 3.3040 -0.4343
H 0.2530 4.2261 -1.9082
H 1.6735 3.1752 -1.8358


Entry 2:
56
Properties=species:S:1:pos:R:3 method="wB97M-V/def2-TZVPD" charge=+1 lumo_ha=-0.06472 orbital_gap_ev=8.98 multiplicity=1 energy_ha=-2590.49151
Rb -0.5788 -0.7513 -0.2261
C 5.5980 -1.1303 0.6733
N 4.2231 -1.6029 0.6227
C 3.8288 -2.8851 0.8723
C 2.4700 -2.9017 0.7220
N 2.0278 -1.6585 0.3822
C 3.1022 -0.8895 0.3258
P 3.1989 0.8954 0.0009
C 2.0502 1.6068 1.2154
N 0.7860 1.2942 1.4475
C 0.3679 2.1318 2.4363
C 1.3935 2.9491 2.8222
N 2.4553 2.6215 2.0289
C 3.7632 3.2563 2.0949
C 2.2950 1.1287 -1.5595
N 1.0814 0.7134 -1.8828
C 0.8423 1.1923 -3.1356
C 1.9209 1.9069 -3.5752
N 2.8410 1.8613 -2.5678
C 4.1518 2.4913 -2.6136
H 6.2328 -1.9773 0.9171
H 5.7102 -0.3658 1.4394
H 5.8960 -0.7251 -0.2913
H 4.5393 -3.6504 1.1286
H 1.8061 -3.7411 0.8433
H -0.6345 2.1107 2.8294
H 1.4684 3.7248 3.5631
H 3.7181 4.0315 2.8544
H 4.0187 3.7062 1.1378
H 4.5258 2.5306 2.3706
H -0.0785 1.0104 -3.6644
H 2.1269 2.4288 -4.4927
H 4.2529 2.9788 -3.5790
H 4.9363 1.7450 -2.5067
H 4.2461 3.2348 -1.8249
C -6.0034 -0.4223 -1.0481
C -5.1391 0.8219 -0.8690
S -3.4621 0.6385 -0.2505
C -3.6484 -0.1395 1.3696
C -3.9890 -1.6347 1.4595
S -3.0024 -2.7200 0.4026
C -4.2250 -3.8126 -0.3454
C -5.4884 -3.1805 -0.9328
S -5.2706 -1.7584 -2.0232
H -6.9281 -0.0934 -1.5278
H -6.3028 -0.8164 -0.0781
H -5.6923 1.5337 -0.2510
H -4.9946 1.3134 -1.8340
H -4.4086 0.4163 1.9256
H -2.7188 0.0754 1.9072
H -5.0357 -1.7801 1.2076
H -3.8877 -1.9298 2.5061
H -4.5309 -4.5927 0.3548
H -3.6672 -4.3124 -1.1396
H -6.1937 -2.9102 -0.1463
H -5.9944 -3.9681 -1.4958


Entry 3:
21
Properties=species:S:1:pos:R:3 method="wB97M-V/def2-TZVPD" charge=+1 lumo_ha=-0.12843 orbital_gap_ev=9.30 smiles="C=NC(=C)C[C@@H](C)[NH3+]" de_lowest_kcal_mol=43.96 multiplicity=1 energy_ha=-345.62595
C -0.4643 0.5653 -1.8584
C -0.1491 -0.7447 -1.1714
C 0.8537 -0.5423 -0.0621
C 0.1716 0.0273 1.1731
C -0.5026 -0.7311 2.0161
C -0.5289 2.1244 1.9828
N 0.1628 1.4533 1.1746
N 0.4621 -1.6381 -2.2605
H 0.4527 1.1145 -2.0951
H -1.0634 0.4955 -2.7645
H -0.9851 1.2880 -1.2330
H -1.0643 -1.2232 -0.8433
H 1.3547 -1.4215 0.3491
H 1.6284 0.1616 -0.3619
H -1.1395 -0.4495 2.8460
H -0.4698 -1.8182 2.0964
H -0.6837 3.1901 1.8267
H -1.1112 1.7195 2.8133
H 1.0102 -1.0569 -2.9000
H 1.1286 -2.2985 -1.8661
H -0.2614 -2.1287 -2.7834


Entry 4:
24
Properties=species:S:1:pos:R:3 method="wB97M-V/def2-TZVPD" charge=0 lumo_ha="0.01958 / 0.03017" orbital_gap_ev="6.41 / 7.33" de_lowest_kcal_mol=108.92 multiplicity=1 energy_ha=-368.39917
C 0.7021 1.0123 -1.2070
C -0.6019 0.8043 -1.8004
C 0.1233 1.1109 1.3854
C -2.2148 -0.2375 0.3577
C 0.3890 0.0840 0.2814
C -0.8755 -0.6042 -0.2667
N 2.6549 -0.3862 1.0892
C 1.4796 -0.7996 0.5458
C -0.7667 -1.9132 -0.7014
H 2.6990 0.4439 1.6572
H 3.4530 -0.9970 1.0782
H 0.9674 2.0224 -0.9015
H 1.5377 0.5433 -1.7185
H -1.3567 1.5674 -1.6549
H -0.6979 0.2407 -2.7175
H 1.5189 -1.7748 0.0935
H 1.0334 1.6569 1.6448
H -0.5991 1.8569 1.0587
H -0.2574 0.6339 2.2896
H -3.0220 -0.7187 -0.1950
H -2.2667 -0.5913 1.3909
H -2.4133 0.8332 0.3534
H -1.6522 -2.4272 -1.0558
H 0.1658 -2.3606 -1.0070